Entry from the Open Molecules 2025 dataset: C11H11Br2F5IrO as an isolated structure at a distorted geometry (ωB97M-V/def2-TZVPD).

As for the largest force on an atom: 3.5 eV Å⁻¹. The calculation puts the HOMO-LUMO gap (spin up / spin down) at 0.32698 / 0.22178 Ha. As for the expectation value of S²: 6.0315. As for the charge: +1. The multiplicity is 5.

Geometry (Å):
Ir1 0.102 -0.050 -0.111
Br1 -1.467 2.328 0.484
C1 -2.274 1.387 1.991
Br2 -1.847 -0.520 1.986
H1 -3.353 1.491 1.923
H2 -1.892 1.816 2.915
C2 -2.365 0.427 -3.281
C3 -2.313 -0.672 -2.188
C4 -2.169 -2.064 -2.846
C5 -3.657 -0.628 -1.417
O1 -1.287 -0.445 -1.354
H3 -3.179 0.212 -3.963
H4 -1.428 0.457 -3.828
H5 -2.528 1.395 -2.813
H6 -2.996 -2.219 -3.530
H7 -2.182 -2.833 -2.077
H8 -1.230 -2.128 -3.389
H9 -4.471 -0.842 -2.102
H10 -3.802 0.362 -0.993
H11 -3.653 -1.367 -0.621
F1 1.449 -1.791 2.164
C6 2.056 -0.598 2.156
C7 1.672 0.319 1.165
C8 2.330 1.556 1.252
F2 2.008 2.501 0.362
C9 3.267 1.879 2.241
F3 3.793 3.094 2.296
C10 3.606 0.925 3.202
F4 4.475 1.215 4.152
C11 2.994 -0.332 3.161
F5 3.270 -1.230 4.092

=====

Entry from the Open Molecules 2025 dataset: C21H43HfN2P3SSe as an isolated structure at a distorted geometry (ωB97M-V/def2-TZVPD).

The energy above the lowest of the compared OMol25 structures with the same formula, charge and spin comes out at 1.288 eV. As for the largest force on an atom: 3.7 eV Å⁻¹. The calculation puts the HOMO-LUMO gap at 0.15812 Ha. As for the charge: +4.

Geometry (Å):
Hf1 -0.087 -0.111 0.278
P1 0.248 2.051 1.739
P2 -2.514 0.536 0.188
P3 2.411 -0.126 0.089
H1 -1.548 -3.157 -5.074
C1 -0.728 -3.737 -4.660
C2 -0.487 -3.636 -3.336
H2 -1.106 -2.936 -2.743
C3 0.349 3.693 0.884
C4 -1.063 2.500 2.961
C5 1.740 2.279 2.827
C6 -3.343 -0.347 -1.167
C7 -3.627 0.133 1.562
C8 -3.063 2.226 -0.168
C9 2.902 -1.246 -1.246
C10 3.375 -0.781 1.483
C11 3.393 1.335 -0.337
H3 -0.211 -4.399 -5.383
H4 0.242 -4.278 -2.795
H5 0.435 4.497 1.637
H6 -0.548 3.868 0.276
H7 1.226 3.717 0.223
H8 -0.763 3.422 3.490
H9 -1.185 1.697 3.701
H10 -2.038 2.671 2.487
H11 1.538 3.093 3.548
H12 2.622 2.548 2.231
H13 1.995 1.374 3.398
H14 -4.378 0.041 -1.188
H15 -3.336 -1.428 -0.962
H16 -2.823 -0.148 -2.114
H17 -4.649 0.382 1.235
H18 -3.386 0.684 2.481
H19 -3.552 -0.939 1.772
H20 -4.163 2.175 -0.234
H21 -2.634 2.530 -1.133
H22 -2.765 2.940 0.611
H23 3.988 -1.096 -1.372
H24 2.357 -1.001 -2.171
H25 2.674 -2.281 -0.950
H26 4.272 -1.278 1.079
H27 2.777 -1.509 2.045
H28 3.681 0.021 2.170
H29 4.393 0.986 -0.663
H30 3.501 2.018 0.520
H31 2.865 1.830 -1.166
C12 0.222 1.095 -3.990
C13 -0.225 -0.198 -4.315
C14 -0.065 -0.660 -5.630
C15 0.524 0.147 -6.611
C16 1.017 1.416 -6.266
C17 0.908 1.865 -4.938
Se1 -0.069 1.856 -2.224
H32 -0.222 0.373 -1.721
H33 -0.646 -0.846 -3.538
H34 -0.379 -1.685 -5.844
H35 0.646 -0.227 -7.627
H36 1.507 2.015 -7.014
H37 1.338 2.804 -4.584
C18 -0.656 -3.999 4.172
N1 -0.346 -2.598 4.428
C19 -0.234 -2.028 5.692
C20 0.076 -0.721 5.528
N2 0.143 -0.502 4.164
C21 -0.143 -1.655 3.479
S1 -0.363 -2.101 1.798
H38 -1.595 -4.119 3.620
H39 0.136 -4.495 3.596
H40 -0.742 -4.463 5.157
H41 -0.402 -2.594 6.590
H42 0.233 0.066 6.246
H43 0.347 0.441 3.780

=====

Entry from the Open Molecules 2025 dataset: C5H10NO as an isolated structure at a distorted geometry (ωB97M-V/def2-TZVPD).

The energy above the lowest of the compared OMol25 structures with the same formula, charge and spin comes out at 5.054 eV. As for the largest force on an atom: 5.4 eV Å⁻¹. The calculation puts the HOMO-LUMO gap at 0.19017 Ha. As for the charge: -1.

Geometry (Å):
C1 -0.670 -0.732 -0.286
C2 0.725 -0.497 0.316
C3 1.803 -0.081 -0.438
C4 3.217 -0.169 -0.300
N1 -1.730 -0.713 0.728
C5 -2.748 0.256 0.354
O1 -2.865 1.011 -0.624
H1 -0.654 -1.661 -0.853
H2 -0.615 0.099 -0.997
H3 0.946 -1.232 1.097
H4 1.467 0.251 -1.487
H5 -0.566 1.963 1.051
H6 3.492 -1.123 0.138
H7 3.673 0.206 -1.194
H8 -0.030 1.874 0.543
H9 -3.689 0.124 0.869
H10 -1.757 0.424 1.084